C5H14 | ωB97M-V/def2-TZVPD

Geometry as XYZ:
```
19
Properties=species:S:1:pos:R:3:forces:R:3:nbo_charge:R:1
C -0.04720 -2.20416 -0.97807 -0.550 0.369 -0.343 -0.60
C -1.02420 -1.07383 -0.61929 -0.240 -0.403 0.341 -0.40
C -1.84697 -0.61882 -1.83024 0.844 -0.141 -0.060 -0.61
H 0.54737 -1.88119 -1.83632 0.254 0.010 0.165 0.20
H 0.59995 -2.44997 -0.14026 0.079 -0.113 -0.038 0.21
H -0.57675 -3.09296 -1.32195 -0.040 -0.132 0.188 0.20
H -1.76421 -1.38787 0.12504 0.178 -0.387 0.040 0.19
H -0.44399 -0.33650 -0.07196 -0.090 0.610 -0.478 0.20
H -2.17240 -1.54901 -2.30267 -0.528 0.222 -0.044 0.20
H -2.67273 0.04165 -1.57861 -0.168 -0.191 0.071 0.21
H -1.25812 -0.11028 -2.59436 0.225 0.091 0.082 0.20
C 1.76264 2.52744 1.42386 -0.669 -0.360 0.919 -0.61
C 1.05253 1.23529 1.92811 -0.370 0.964 -0.981 -0.61
H 2.79454 2.46068 1.75202 0.207 0.331 -0.129 0.20
H 1.71582 2.75140 0.36137 0.001 -0.363 -0.092 0.21
H 1.28231 3.35130 1.95175 0.251 0.292 -0.170 0.20
H 0.18414 0.97086 1.32443 0.249 -0.077 -0.356 0.20
H 0.56911 1.45494 2.87659 0.614 -0.373 0.485 0.21
H 1.77056 0.42447 1.92184 -0.247 -0.348 0.401 0.21
```
Positions in Å, forces in eV/Å.

Computed properties:
- Molecular weight: 74.2 g mol⁻¹
- Spin multiplicity: 1
- SMILES string: CCC.CC
- LUMO energy: 0.040 Eh
- Energy above the lowest of the compared OMol25 structures with the same formula, charge and spin: 8.9 kcal per mole


C5H14 | ωB97M-V/def2-TZVPD

Geometry as XYZ:
```
19
Properties=species:S:1:pos:R:3:forces:R:3:nbo_charge:R:1
C -1.25959 -2.90062 -0.76824 -0.781 1.142 1.698 -0.62
C -1.25192 -1.51074 0.09531 0.570 -2.210 -1.897 -0.39
C 0.04350 -0.77397 -0.24109 -0.676 1.861 -1.543 -0.63
H -2.12954 -2.95833 -1.38976 -0.987 -0.123 0.049 0.20
H -1.25948 -3.71283 -0.03663 0.016 -0.156 -0.449 0.21
H -0.50307 -3.05075 -1.50634 1.222 0.282 -0.006 0.20
H -2.19715 -0.97234 -0.20497 1.298 -0.131 0.622 0.21
H -1.26357 -1.80545 1.13500 -0.349 0.127 0.292 0.20
H 0.24142 0.10605 0.40768 -0.283 -0.641 -0.671 0.21
H 0.99558 -1.23953 -0.46719 0.056 -1.261 1.140 0.22
H -0.10500 -0.47704 -1.30967 -0.193 0.798 0.719 0.20
C 0.88827 2.60860 -0.21449 0.503 -0.669 0.349 -0.62
C 1.18738 2.17272 1.22592 0.938 2.271 1.149 -0.62
H -0.07723 3.09958 -0.45156 0.291 -0.847 0.454 0.21
H 1.63295 3.35537 -0.48614 0.209 -0.192 -0.203 0.20
H 1.08955 1.66562 -0.72164 -0.515 0.558 -1.152 0.21
H 2.14067 1.62239 1.34310 -0.516 0.050 -0.509 0.21
H 0.44236 1.65943 1.80377 -0.614 -0.360 -0.149 0.21
H 1.38486 3.11185 1.78694 -0.186 -0.499 0.109 0.20
```
Positions in Å, forces in eV/Å.

Computed properties:
- Molecular weight: 74.2 g mol⁻¹
- Spin multiplicity: 1
- SMILES string: CCC.CC
- LUMO energy: 0.043 Eh
- Energy above the lowest of the compared OMol25 structures with the same formula, charge and spin: 28.4 kcal per mole


C5H14 | ωB97M-V/def2-TZVPD

Geometry as XYZ:
```
19
Properties=species:S:1:pos:R:3:forces:R:3:nbo_charge:R:1
C 0.12566 -1.04685 -1.44626 1.888 0.123 0.234 -0.62
C -0.82566 -1.68243 -0.39684 0.365 0.356 -1.380 -0.42
C -0.21374 -2.99273 0.09212 -0.292 -1.187 -0.383 -0.62
H -0.24438 -0.88754 -2.45037 -0.519 0.182 -0.009 0.21
H 0.69863 -0.15411 -1.13639 -1.040 0.266 0.192 0.21
H 1.04160 -1.64349 -1.60234 -0.596 -0.619 -0.040 0.20
H -1.76116 -1.87687 -0.93037 -0.008 -0.200 0.215 0.20
H -1.10414 -0.93667 0.34628 0.346 -0.247 0.397 0.21
H 0.88007 -3.03570 0.02903 -0.148 0.532 0.774 0.21
H -0.43835 -3.81158 -0.60761 -0.318 0.335 -0.239 0.21
H -0.61910 -3.40519 1.01958 0.326 0.474 0.245 0.21
C -0.26352 2.51957 0.62221 0.854 -1.793 -0.640 -0.61
C 1.08291 3.03779 1.12073 -0.014 0.512 -0.112 -0.61
H -1.09128 3.19334 0.81592 -0.020 -0.075 0.203 0.21
H -0.22494 2.30551 -0.45288 -0.001 0.518 -0.039 0.20
H -0.42715 1.49193 0.98320 -0.461 0.497 0.508 0.20
H 1.94333 2.36902 1.21835 -0.434 -0.497 -0.670 0.21
H 1.37023 3.84934 0.44746 0.261 0.181 0.446 0.20
H 0.99086 3.37889 2.13981 -0.189 0.642 0.297 0.20
```
Positions in Å, forces in eV/Å.

Computed properties:
- Molecular weight: 74.2 g mol⁻¹
- Spin multiplicity: 1
- SMILES string: CCC.CC
- LUMO energy: 0.041 Eh
- Energy above the lowest of the compared OMol25 structures with the same formula, charge and spin: 17.8 kcal per mole


C5H14 | ωB97M-V/def2-TZVPD

Geometry as XYZ:
```
19
Properties=species:S:1:pos:R:3:forces:R:3:nbo_charge:R:1
C -2.31513 -0.40436 -0.14418 0.232 -0.212 -0.353 -0.61
C -1.35380 0.18349 0.85774 0.131 0.908 0.764 -0.39
C -0.61525 -0.82551 1.75778 -0.500 0.985 -0.721 -0.61
H -1.71844 -0.92528 -0.89418 -0.111 -0.404 -0.019 0.20
H -2.80180 0.38902 -0.71120 -0.350 -0.024 0.200 0.21
H -3.03978 -1.10316 0.28939 0.037 0.234 -0.115 0.20
H -0.63899 0.76891 0.28411 0.240 0.042 0.019 0.19
H -1.83645 0.94732 1.50362 -0.053 -0.520 -0.248 0.19
H 0.09740 -1.38035 1.15281 -0.161 -0.548 0.087 0.20
H -0.03142 -0.26920 2.48830 -0.067 -0.144 0.268 0.21
H -1.38617 -1.43235 2.23527 0.465 -0.338 0.133 0.21
C 1.97086 0.89868 -0.45063 0.722 -0.638 -0.261 -0.60
C 2.05949 0.15479 -1.80902 -2.898 -0.558 1.726 -0.62
H 1.42610 1.83222 -0.54455 -0.073 0.094 -0.061 0.20
H 1.45845 0.27298 0.28237 0.082 0.105 -0.042 0.20
H 2.95032 1.10476 -0.04798 0.371 0.303 0.177 0.20
H 2.11458 0.84519 -2.62952 0.611 -0.138 -0.534 0.21
H 1.03003 -0.28875 -1.81484 0.454 0.365 -0.803 0.20
H 2.62997 -0.76839 -1.80528 0.868 0.488 -0.217 0.21
```
Positions in Å, forces in eV/Å.

Computed properties:
- Molecular weight: 74.2 g mol⁻¹
- Spin multiplicity: 1
- SMILES string: CCC.CC
- LUMO energy: 0.041 Eh
- Energy above the lowest of the compared OMol25 structures with the same formula, charge and spin: 10.6 kcal per mole


| no. | frontier orbital gap (eV) | E (eV) |
| --- | --- | --- |
| 1 | 12.273 | -5411.663 |
| 2 | 11.915 | -5410.817 |
| 3 | 12.283 | -5411.280 |
| 4 | 12.355 | -5411.590 |